Density functional theory data (ωB97M-V/def2-TZVPD) for C47H54BiBr2Cl3N6OS2Sb2 as an isolated structure at a distorted geometry.

The geometry in XYZ format:
```
118
Properties=species:S:1:pos:R:3
Bi 0.0234 1.6294 0.9231
Cl 1.5225 3.0720 2.9136
C 1.8019 1.9876 4.2469
C 2.5188 2.4718 5.3281
C 2.7810 1.6345 6.3979
C 2.3040 0.3346 6.3871
C 1.5849 -0.1378 5.3025
Cl 1.0030 -1.7477 5.3017
C 1.3328 0.6820 4.1909
S 0.4606 -0.0091 2.8294
H 2.8750 3.4891 5.3177
H 3.3624 1.9911 7.2332
H 2.4989 -0.3330 7.2095
C 4.3933 1.9603 1.1647
Sb 2.8469 2.8798 -0.0462
C 2.9101 4.8499 0.8964
C 4.2308 3.7188 -1.5850
C 4.8917 2.8140 -2.5361
C 6.1636 2.3272 -2.2311
C 6.8810 1.5557 -3.1232
C 6.3340 1.2575 -4.3660
C 5.0696 1.7094 -4.6762
C 4.3254 2.4842 -3.7842
C 2.9717 2.8864 -4.1671
Sb 1.5179 1.4074 -3.3731
C -0.0101 2.0968 -4.7448
C 2.1344 -0.1430 -4.7425
H 5.1591 2.6956 1.3943
H 4.8392 1.1555 0.5883
H 3.9896 1.5486 2.0862
H 3.1916 5.5807 0.1472
H 3.6591 4.8517 1.6816
H 1.9533 5.1405 1.3156
H 4.9679 4.2098 -0.9559
H 3.6389 4.4861 -2.0786
H 6.6068 2.5863 -1.2806
H 7.8678 1.2029 -2.8647
H 6.8944 0.6735 -5.0804
H 4.6500 1.4921 -5.6463
H 2.8447 2.8609 -5.2443
H 2.6736 3.8572 -3.7824
H 0.4328 2.2213 -5.7290
H -0.4436 3.0410 -4.4286
H -0.7986 1.3552 -4.8045
H 2.2329 0.2984 -5.7315
H 1.3799 -0.9240 -4.7762
H 3.0855 -0.5656 -4.4345
Br -4.9995 4.7322 4.6044
C -3.5651 3.9460 3.6671
C -3.1182 2.6545 3.9858
C -2.0907 2.1214 3.2506
N -1.4778 2.7814 2.2626
C -1.8722 4.0408 1.9563
C -2.9302 4.6344 2.6440
C -1.2199 4.7190 0.8444
C -1.3817 6.0848 0.5914
C -0.8622 6.6144 -0.5804
Br -1.1035 8.4495 -0.9768
C -0.1885 5.7713 -1.4721
C -0.0073 4.4577 -1.1000
N -0.4838 3.9480 0.0299
H -3.5754 2.0943 4.7836
H -1.7299 1.1225 3.4471
H -3.2838 5.6115 2.3598
H -1.8905 6.7378 1.2823
H 0.1900 6.1371 -2.4115
H 0.5173 3.7669 -1.7472
S -2.3385 -1.6762 -3.1594
C -2.8433 -0.0733 -2.8018
C -1.8254 0.6238 -2.2327
N -0.6715 -0.0749 -2.0661
C -0.7992 -1.2857 -2.5094
H -3.8385 0.2461 -3.0363
H -1.8622 1.6597 -1.9422
H -0.0028 -2.0035 -2.4909
C -0.7163 -4.7323 2.0051
C -2.1599 -4.4377 2.4250
C -2.6539 -5.6093 3.2877
C -2.1269 -3.1831 3.3154
C -3.1589 -4.2198 1.2197
O -4.2707 -3.4543 1.6589
C -3.7385 -5.5124 0.5864
C -2.8141 -6.4859 -0.1631
C -2.2601 -5.9513 -1.4559
C -3.1023 -5.6768 -2.5297
C -2.6085 -5.1683 -3.7169
C -1.2483 -4.9316 -3.8465
Cl -0.6201 -4.2610 -5.3164
C -0.3864 -5.2316 -2.8052
C -0.8965 -5.7386 -1.6233
C -2.5742 -3.3714 0.0570
N -2.4857 -1.9775 0.3682
C -1.4034 -1.2608 0.6311
N -1.7572 0.0060 0.8282
C -3.1040 -0.0054 0.6728
N -3.5538 -1.1905 0.3836
H -0.1220 -4.8910 2.9024
H -0.2662 -3.9039 1.4646
H -0.6394 -5.6273 1.3996
H -2.0223 -5.7121 4.1668
H -2.6140 -6.5497 2.7460
H -3.6729 -5.4418 3.6313
H -1.6201 -3.4120 4.2484
H -3.1289 -2.8419 3.5567
H -1.5869 -2.3661 2.8434
H -4.8467 -4.0026 2.2027
H -4.5151 -5.1764 -0.1066
H -4.2483 -6.0697 1.3740
H -3.4171 -7.3696 -0.3895
H -2.0012 -6.8174 0.4810
H -4.1598 -5.8797 -2.4510
H -3.2715 -4.9731 -4.5440
H 0.6754 -5.0913 -2.9280
H -0.2095 -5.9897 -0.8300
H -3.2697 -3.4577 -0.7811
H -1.5935 -3.7330 -0.2423
H -0.4029 -1.6351 0.6724
H -3.7273 0.8566 0.7760
```

Values from the calculation:
* spin multiplicity: 1
* molar mass: 1501.8 Da
* net charge: +2
* LUMO energy: -6.283 eV
* highest occupied orbital energy: -0.4277 Eh
* energy: -10246.730452 Ha

Atomic partial charges in e from the natural (NBO) method, atoms 1 to 6: Bi 1.674; Cl 0.049; C -0.086; C -0.209; C -0.179; C -0.197

***

Density functional theory data (ωB97M-V/def2-TZVPD) for a 3-piece molecular cluster, C4H12IO2 overall.

The geometry in XYZ format:
```
19
Properties=species:S:1:pos:R:3
I -15.8013 -2.6315 1.4055
C -15.2243 -3.4948 -2.9083
C -14.9620 -4.6252 -1.9313
O -13.8970 -4.3328 -1.0477
H -15.4400 -2.5704 -2.3746
H -16.0870 -3.7375 -3.5388
H -14.3578 -3.3494 -3.5559
H -14.7106 -5.5342 -2.4879
H -15.8728 -4.8387 -1.3619
H -14.3026 -3.9554 -0.2475
C -15.4404 -4.2421 5.3521
C -16.8724 -4.5415 4.9400
O -17.5368 -3.4048 4.4365
H -14.9743 -5.1199 5.8202
H -15.4398 -3.4510 6.1032
H -14.8354 -3.9521 4.4945
H -17.4451 -4.8672 5.8143
H -16.9057 -5.3584 4.2094
H -17.1161 -3.2050 3.5812
```

Values from the calculation:
* spin multiplicity: 1
* molar mass: 219.0 Da
* net charge: -1
* LUMO energy: 3.801 eV
* highest occupied orbital energy: -0.1554 Eh
* energy: -607.869802 Ha
* energy relative to the best compared isomer or geometry (same formula, charge and spin): 0.00 kcal per mole

Atomic partial charges in e from the natural (NBO) method, atoms 1 to 6: I -0.929; C -0.629; C -0.060; O -0.765; H 0.223; H 0.188

***

Density functional theory data (ωB97M-V/def2-TZVPD) for a 7-piece molecular cluster, C21H44NO19S2 overall at a distorted geometry.

The geometry in XYZ format:
```
87
Properties=species:S:1:pos:R:3
S -0.2806 1.1717 -0.6780
N -0.0943 -0.5868 -0.6301
S 1.6570 -0.8970 -0.9644
C -0.8884 -1.3491 -1.6617
C -2.2875 -0.6622 -1.8375
C -3.2051 -0.8081 -0.6046
O -3.3639 -1.5365 -1.9191
H 0.7055 1.5777 -1.5228
H -0.2765 -0.9464 0.3114
H 1.9141 -2.1694 -0.5450
H -1.1496 -2.3412 -1.2818
H -0.4187 -1.3600 -2.6443
H -2.3307 0.2800 -2.3806
H -3.1128 -1.7067 0.0043
H -4.0871 -0.1785 -0.5354
C 4.8348 0.8075 -2.3021
O 6.0064 1.0402 -1.5312
C 6.4462 -0.0435 -0.8864
O 5.9352 -1.1374 -0.9192
O 7.5308 0.2936 -0.2045
C 8.1165 -0.7774 0.5459
H 4.5599 1.7448 -2.7796
H 5.0213 0.0651 -3.0777
H 4.0166 0.4888 -1.6557
H 8.4384 -1.5796 -0.1160
H 7.4156 -1.1524 1.2912
H 8.9866 -0.3730 1.0555
C -4.5676 6.2272 1.3853
O -3.8520 4.9865 1.3806
C -2.5301 5.1158 1.4320
O -1.9148 6.1453 1.4784
O -1.9937 3.8841 1.4217
C -0.5701 3.8677 1.4737
H -5.6261 5.9867 1.3410
H -4.3703 6.7803 2.3017
H -4.3052 6.8250 0.5141
H -0.2076 4.3259 2.3922
H -0.1461 4.3720 0.6034
H -0.2595 2.8276 1.4619
C -8.4433 -4.9608 1.2924
O -7.7681 -4.9854 0.0298
C -7.0584 -3.8966 -0.2338
O -6.9450 -2.9302 0.4848
O -6.4873 -4.0429 -1.4274
C -5.6969 -2.9223 -1.8284
H -8.9825 -5.8991 1.3861
H -7.7274 -4.8835 2.1095
H -9.1574 -4.1394 1.3305
H -4.8862 -2.7648 -1.1320
H -6.3155 -2.0284 -1.9089
H -5.2809 -3.1480 -2.8058
C -11.7013 1.9360 1.5771
O -10.9904 0.6977 1.5331
C -9.6625 0.8262 1.5475
O -9.0534 1.8638 1.5922
O -9.1281 -0.3954 1.5028
C -7.6984 -0.4151 1.5129
H -12.7616 1.6984 1.5603
H -11.4766 2.4762 2.4956
H -11.4641 2.5471 0.7074
H -7.3163 0.0357 2.4300
H -7.3022 0.1052 0.6397
H -7.3866 -1.4616 1.4687
C 10.1655 -2.3414 -5.9645
O 9.7985 -3.0367 -4.7706
C 8.5490 -2.8152 -4.3681
O 7.7438 -2.1029 -4.9126
O 8.3408 -3.5184 -3.2529
C 7.0275 -3.3699 -2.7118
H 11.1968 -2.6036 -6.1844
H 9.5383 -2.6519 -6.7986
H 10.1002 -1.2643 -5.8179
H 6.2779 -3.7238 -3.4201
H 6.8383 -2.3360 -2.4399
H 6.9723 -3.9804 -1.8136
C 5.3428 1.7431 6.1984
O 6.2424 1.9542 5.1079
C 5.7036 1.7692 3.9056
O 4.5626 1.4498 3.6801
O 6.6460 1.9973 2.9887
C 6.2011 1.8335 1.6424
H 5.8998 1.9240 7.1135
H 4.5093 2.4422 6.1502
H 4.9804 0.7161 6.2047
H 5.3995 2.5378 1.4169
H 5.8703 0.8108 1.4732
H 7.0375 2.0452 0.9930
```

Values from the calculation:
* spin multiplicity: 1
* molar mass: 678.7 Da
* net charge: +1
* LUMO energy: -4.696 eV
* highest occupied orbital energy: -0.4461 Eh
* energy: -3106.880199 Ha
* energy relative to the best compared isomer or geometry (same formula, charge and spin): 27.09 kcal per mole

Atomic partial charges in e from the Löwdin method, atoms 1 to 6: S 0.912; N -0.713; S 0.851; C -0.178; C -0.321; C 0.014

***

Density functional theory data (ωB97M-V/def2-TZVPD) for one molecule with the formula C6H7ClO at a distorted geometry.

The geometry in XYZ format:
```
15
Properties=species:S:1:pos:R:3
C 0.0327 1.4284 -0.2968
C 0.9277 1.9235 0.6650
C 0.0608 0.2592 -0.9759
C 2.2957 0.0767 0.9894
C -1.4938 -1.5283 0.1372
C -0.7933 -0.9548 -1.1114
O 2.0618 1.3164 1.0559
Cl 3.9184 -0.1926 1.3025
H -0.7657 2.0375 -0.7033
H 0.5806 2.8616 1.0174
H -1.3325 -2.5621 0.3352
H -2.5363 -1.3839 -0.1144
H -1.2626 -1.0311 1.0120
H -1.5304 -0.4272 -1.9040
H -0.1629 -1.8233 -1.4089
```

Values from the calculation:
* spin multiplicity: 1
* molar mass: 130.6 Da
* LUMO energy (alpha / beta): -0.387 / -0.415 eV
* highest occupied orbital energy (alpha / beta): -0.2712 / -0.2712 Eh
* energy: -767.977294 Ha
* energy relative to the best compared isomer or geometry (same formula, charge and spin): 180.03 kcal per mole

Atomic partial charges in e from the natural (NBO) method, atoms 1 to 6: C -0.413; C -0.018; C 0.261; C 0.128; C -0.621; C -0.531

***

Density functional theory data (ωB97M-V/def2-TZVPD) for one molecule with the formula C5H7NO at a distorted geometry.

The geometry in XYZ format:
```
14
Properties=species:S:1:pos:R:3
C 1.5418 -0.2689 1.1750
N 0.2974 -0.0430 0.4713
C -0.5407 1.0530 0.6465
C -1.5202 1.0233 -0.3106
C -1.3226 -0.1537 -1.0761
C -0.1676 -0.7233 -0.6077
O 0.5623 -1.5714 -1.3871
H 2.0484 -1.1372 0.7499
H 1.3690 -0.4564 2.2410
H 2.1884 0.6068 1.0743
H -0.3810 1.7363 1.4680
H -2.2733 1.7773 -0.4932
H -1.9917 -0.6760 -1.7472
H 0.1900 -1.1668 -2.2041
```

Values from the calculation:
* spin multiplicity: 1
* molar mass: 97.1 Da
* SMILES: Cn1cccc1O
* LUMO energy: 0.870 eV
* highest occupied orbital energy: -0.2848 Eh
* energy: -324.675873 Ha
* energy relative to the best compared isomer or geometry (same formula, charge and spin): 30.49 kcal per mole

Atomic partial charges in e from the natural (NBO) method, atoms 1 to 6: C -0.404; N -0.354; C -0.099; C -0.269; C -0.430; C 0.433